No. 1
Here is an isolated ion of composition C8H7Cl2N2O and charge -1 from the OMol25 dataset. Energies are from wB97M-V/def2-TZVPD.

Structure (XYZ):
```
20
Properties=species:S:1:pos:R:3:forces:R:3
Cl -3.07521 -1.05896 2.24999 0.959 0.373 -0.810
Cl 0.93359 -1.02322 2.35796 0.407 0.358 -0.318
O -2.52206 -2.10721 -1.37166 0.348 -0.715 -0.320
N -2.12666 -0.87404 -0.95188 2.344 -1.197 -0.943
N -1.94249 1.16294 1.14295 -0.579 0.836 0.738
C 1.28812 -0.25718 0.79764 -0.523 -0.357 0.702
C -1.09592 -0.89787 0.16318 0.633 -0.676 0.326
C 0.53356 0.36618 -1.34259 2.379 0.302 -0.506
C 1.81097 0.88114 -1.64122 -0.384 1.289 0.868
C 2.51038 0.31595 0.57742 2.014 0.549 1.301
C 0.27623 -0.24428 -0.15103 -1.383 -0.658 0.261
C -1.85904 -0.08577 1.12477 -0.972 -0.062 1.560
C 2.78998 0.88349 -0.66728 0.858 0.005 0.132
H -2.93313 -0.47641 -0.58481 -1.664 1.319 1.009
H -2.68359 1.59250 1.75984 1.092 -1.019 -0.904
H 3.26559 0.42536 1.43595 -1.218 -0.480 -1.442
H -0.79697 -1.94138 0.55033 -1.295 1.380 -0.703
H 1.96851 1.62370 -2.43161 -0.191 -0.951 -0.432
H -0.13316 0.38604 -2.13530 -1.832 0.000 -0.901
H 3.79130 1.32902 -0.88266 -0.993 -0.296 0.382
```
Positions in Å, forces in eV/Å.

Computed properties:
ΔE to the lowest compared entry with this formula, charge and spin in eV: 1.495
SMILES: [H]/N=C(\Cl)[C@@H](N[O-])c1ccccc1Cl
Orbital gap (alpha / beta) in Eh: 0.19154 / 0.19157
HOMO energy (alpha / beta) in eV: -2.0 / -2.0
Spin multiplicity: 1
Total charge: -1

Mulliken population analysis, charges in e, atoms 1 to 8: -0.28 -0.22 -0.84 -0.17 -0.59 0.45 0.10 -0.32


No. 2
Here is one molecule with the formula C8H7ClFN from the OMol25 dataset. Energies are from wB97M-V/def2-TZVPD.

Structure (XYZ):
```
18
Properties=species:S:1:pos:R:3:forces:R:3
Cl -3.57591 2.36827 0.46067 1.093 -0.711 0.391
F -2.01726 1.13597 -2.31788 -0.103 -0.918 -0.221
N -0.93401 -0.17838 1.87218 0.852 0.086 3.224
C -0.83682 1.27238 -1.57735 -0.752 -2.188 2.351
C -2.05824 0.60568 2.04611 0.089 0.591 0.042
C 0.24217 0.21710 -2.05146 -0.443 0.637 -0.977
C 0.88578 -0.72160 0.19501 -2.781 0.381 0.495
C -0.28547 0.11580 0.73665 -1.783 -1.411 -2.243
C 0.86392 -0.67290 -1.27331 1.619 0.294 -1.515
C -2.21291 1.30715 0.87593 -1.815 0.037 0.161
C -1.22025 0.87108 0.02640 3.900 1.703 -4.788
H 0.82128 -1.78753 0.37561 -0.456 -0.268 0.897
H 1.70115 -0.36276 0.75948 1.810 0.353 -0.189
H 1.50995 -1.45506 -1.77480 -0.678 1.136 0.494
H -2.54997 0.82580 2.98334 0.090 -0.618 -0.024
H 0.52706 0.14333 -3.15395 -1.009 0.337 1.473
H -0.68530 2.31387 -1.81527 1.217 0.344 0.760
H -0.39669 -0.59147 2.64371 -0.849 0.214 -0.331
```
Positions in Å, forces in eV/Å.

Computed properties:
ΔE to the lowest compared entry with this formula, charge and spin in eV: 0.916
SMILES: F[C@@H]1C=CCc2[nH]cc(Cl)c21
Orbital gap in Eh: 0.33777
HOMO energy in eV: -8.5
Spin multiplicity: 1
Total charge: 0

Mulliken population analysis, charges in e, atoms 1 to 8: -0.22 -0.30 -0.07 0.39 -0.55 -0.59 -0.54 -0.30


No. 3
Here is C8H7EuN2O3P as an isolated structure from the OMol25 dataset. Energies are from wB97M-V/def2-TZVPD.

Structure (XYZ):
```
22
Properties=species:S:1:pos:R:3:forces:R:3
Eu -2.09929 0.22598 -1.28775 -1.707 0.160 -1.343
P -1.47238 -2.67584 0.88716 -1.242 -0.383 2.730
O -2.29789 -3.31730 -0.34094 1.657 -0.013 0.382
O -0.47013 -3.70977 1.60665 0.206 0.926 -2.005
O -2.39435 -2.17196 1.89423 -0.443 0.898 -0.275
N 1.50699 -0.55512 -1.02212 -1.742 -0.375 0.992
N -0.88046 0.02578 0.63707 2.787 -1.748 -0.814
C 1.97899 1.77737 -1.04559 0.528 0.814 -0.342
C 0.53299 3.38731 0.02759 -0.465 -0.475 0.067
C -0.46605 -1.24822 0.27912 -0.019 0.885 -0.123
C 0.67904 -1.48745 -0.53510 0.545 -0.418 -0.214
C 1.70367 3.09671 -0.73207 -0.447 -0.649 0.343
C -0.00961 1.00599 0.14552 -0.430 -0.219 1.279
C -0.29867 2.35795 0.45466 -0.307 0.626 -0.349
C 1.14470 0.69024 -0.63623 1.245 1.182 -0.404
H -1.20718 2.56957 1.03381 0.493 -0.063 -0.029
H 0.36728 -3.24385 1.78426 -0.005 -0.627 0.355
H 2.88376 1.58697 -1.63417 -0.445 -0.328 0.260
H 0.26420 4.41565 0.28226 0.209 -0.325 -0.075
H -2.73832 -4.11287 0.02561 -0.200 0.111 -0.490
H 2.36056 3.91494 -1.03793 -0.176 -0.409 0.031
H 0.91215 -2.53210 -0.78604 -0.042 0.428 0.024
```
Positions in Å, forces in eV/Å.

Computed properties:
Orbital gap (alpha / beta) in Eh: 0.26678 / 0.27115
HOMO energy (alpha / beta) in eV: -17.1 / -17.1
Spin multiplicity: 8
Total charge: +2

Mulliken population analysis, charges in e, atoms 1 to 8: 1.64 1.00 -0.47 -0.43 -0.56 -0.46 -0.38 -0.34


No. 4
Here is C8H7IO4 as an isolated structure from the OMol25 dataset. Energies are from wB97M-V/def2-TZVPD.

Structure (XYZ):
```
20
Properties=species:S:1:pos:R:3:forces:R:3
I 1.00666 -0.94640 -2.80547 -0.707 -0.305 0.491
O 0.29189 0.64346 1.23808 1.265 -0.980 0.410
O -0.32074 2.45954 -1.19759 0.358 3.297 -0.365
O 1.72823 1.96895 -2.05288 0.900 1.505 -0.428
O -2.21571 2.51374 -0.01532 0.952 -0.836 -0.675
C 0.25623 0.26316 -1.22479 2.810 -0.550 1.905
C -0.89692 -0.10663 0.92826 -0.002 0.482 -0.146
C -1.06760 0.35255 -0.53726 -3.206 -0.468 -1.303
C -1.32900 1.88328 -0.52666 -0.760 -0.818 0.914
C 1.05118 -1.56866 0.78583 0.358 2.163 2.260
C 1.23666 -0.06289 0.49283 -0.907 0.572 -2.768
C 0.70642 1.67170 -1.55994 -1.499 -3.225 0.711
C -0.46870 -1.58103 1.13346 0.597 0.204 0.107
H 1.34494 -2.22985 -0.01486 0.178 -0.083 -0.045
H 1.64554 -1.70015 1.74609 -0.430 -0.419 -1.301
H 2.25937 0.39789 0.40195 -1.278 -0.389 0.291
H -1.67336 0.30213 1.59803 0.143 -0.544 -0.466
H -2.03863 -0.07599 -1.06356 2.161 0.434 0.953
H -0.67650 -1.82364 2.18280 0.227 -0.184 -0.338
H -0.83997 -2.36116 0.49099 -1.159 0.143 -0.209
```
Positions in Å, forces in eV/Å.

Computed properties:
Orbital gap in Eh: 0.34422
HOMO energy in eV: -9.3
Spin multiplicity: 1
Total charge: 0

Mulliken population analysis, charges in e, atoms 1 to 8: 0.18 -0.50 -0.33 -0.51 -0.56 -0.65 -0.32 0.48


No. 5
Here is one molecule with the formula C8H7N2OP from the OMol25 dataset. Energies are from wB97M-V/def2-TZVPD.

Structure (XYZ):
```
19
Properties=species:S:1:pos:R:3:forces:R:3
P -1.04868 2.50488 1.05876 2.382 -1.280 4.385
O -0.56975 2.52178 2.54776 -1.502 0.174 -3.409
N 1.48241 1.13484 -0.17595 1.393 -4.415 -1.885
N 1.70507 -1.88977 -1.14226 0.638 5.729 1.390
C -2.20961 -0.24713 0.64831 3.865 -0.404 -1.421
C -0.72519 -2.21273 -0.36331 -1.607 2.035 1.052
C 2.73609 -0.91074 -1.22811 -1.406 0.053 0.595
C -2.07542 -1.74561 0.21195 3.841 1.640 -0.807
C 0.54147 -1.28319 -0.55634 -2.101 -0.300 0.707
C -0.97351 0.67483 0.50358 -1.398 -2.397 -1.290
C 2.65493 0.56457 -0.74558 -2.507 -1.241 0.396
C 0.40582 0.18702 -0.09940 -0.807 -0.738 0.210
H 3.73225 -1.24999 -1.70081 -1.840 0.537 0.880
H -2.35509 3.07163 0.89609 0.451 -0.531 -0.431
H -0.62907 -3.31818 -0.67403 -0.043 2.053 0.499
H 3.58408 1.23124 -0.86088 -1.724 -1.126 0.254
H -2.94467 -2.49249 0.30349 1.584 1.421 -0.137
H -3.19719 0.15354 1.05970 1.697 -0.592 -0.655
H -0.11396 3.30550 0.31702 -0.915 -0.617 -0.334
```
Positions in Å, forces in eV/Å.

Computed properties:
ΔE to the lowest compared entry with this formula, charge and spin in eV: 1.888
SMILES: O=[PH2]c1cccc2nccnc12
Orbital gap in Eh: 0.28114
HOMO energy in eV: -9.0
Spin multiplicity: 1
Total charge: 0

Mulliken population analysis, charges in e, atoms 1 to 8: 0.39 -0.63 -0.41 -0.55 -0.42 -0.38 -0.12 -0.40


No. 6
Here is an isolated ion of composition C8H7N4Se and charge -1 from the OMol25 dataset. Energies are from wB97M-V/def2-TZVPD.

Structure (XYZ):
```
20
Properties=species:S:1:pos:R:3:forces:R:3
Se -1.43084 0.82595 -1.78668 -0.337 0.409 1.944
N 1.66205 0.28661 -4.12132 0.556 -0.147 -0.761
N 1.13998 0.23653 -2.90604 -1.022 -0.033 -0.565
N 0.79638 0.72279 -5.02111 -0.136 0.423 1.465
N -0.35487 1.02484 -4.37277 -0.140 -0.823 -0.545
C 1.10109 -1.66528 1.40326 0.093 -2.452 0.093
C -0.51472 -0.25657 -0.37531 0.666 -0.190 -0.514
C 0.10495 0.36913 0.72989 -1.527 1.639 -0.916
C -0.12919 0.64122 -3.12928 1.286 0.359 0.254
C -0.32189 -1.65251 -0.59234 1.331 3.646 3.638
C 0.46735 -2.31329 0.31905 -0.003 4.023 1.351
C 0.85996 -0.35558 1.62354 -0.897 -0.031 -1.839
C -1.34600 2.49841 -0.84559 -1.608 0.804 -1.677
H 1.25423 0.24440 2.34553 1.408 0.892 2.361
H -0.32894 2.88030 -1.08579 -0.730 0.197 0.041
H 0.01264 1.49019 0.99924 -0.303 -1.970 -1.188
H -2.24144 3.13643 -1.35646 2.314 -1.304 0.988
H -0.62834 -2.21159 -1.36361 -1.540 -1.384 -3.064
H 0.63813 -3.25539 0.08372 1.008 -4.465 -0.502
H 1.74154 -2.25349 2.09164 -0.418 0.407 -0.560
```
Positions in Å, forces in eV/Å.

Computed properties:
ΔE to the lowest compared entry with this formula, charge and spin in eV: 3.080
Orbital gap in Eh: 0.27268
HOMO energy in eV: -4.2
Spin multiplicity: 1
Total charge: -1

Mulliken population analysis, charges in e, atoms 1 to 8: 0.21 -0.50 -0.12 -0.35 -0.39 -0.47 0.21 -0.10